[1]
{
  "formula": "C39H61N2O11",
  "method": "the ωB97M-V functional and the def2-TZVPD basis",
  "total_charge": 1,
  "elements": ["C", "C", "O", "N", "C", "C", "C", "C", "C", "C", "N", "C", "C", "C", "C", "C", "C", "C", "C", "C", "C", "C", "H", "H", "H", "H", "H", "H", "H", "H", "H", "H", "H", "H", "H", "H", "H", "H", "H", "H", "H", "H", "H", "H", "H", "H", "H", "H", "H", "H", "H", "H", "H", "O", "C", "O", "C", "C", "C", "H", "H", "H", "H", "H", "H", "O", "C", "O", "C", "C", "C", "H", "H", "H", "H", "H", "H", "O", "C", "O", "C", "C", "C", "H", "H", "H", "H", "H", "H", "O", "C", "O", "C", "C", "C", "H", "H", "H", "H", "H", "H", "O", "C", "O", "C", "C", "C", "H", "H", "H", "H", "H", "H"],
  "coordinates": [[8.3302, -4.6900, 1.1533], [8.0654, -3.2592, 1.5211], [8.1628, -2.8589, 2.6452], [7.7333, -2.4142, 0.4484], [6.3833, -2.5855, -0.1074], [5.4596, -1.3909, 0.1713], [5.5463, -0.9262, 1.6305], [4.3807, -0.0312, 2.1003], [3.9384, 1.0295, 1.0862], [3.5212, 2.3148, 1.8006], [3.6120, 3.4216, 0.7976], [2.8555, 3.1415, -0.4719], [2.0529, 1.8599, -0.3642], [2.8659, 0.6003, 0.0561], [1.8642, -0.3989, 0.6272], [0.7851, -0.8131, -0.3587], [-0.2567, -1.7521, 0.2179], [-0.2964, -2.1300, 1.5595], [-1.2715, -3.0195, 2.0180], [-2.2203, -3.5334, 1.1361], [-2.1954, -3.1199, -0.1943], [-1.2306, -2.2451, -0.6640], [7.4611, -5.3053, 1.3769], [9.1840, -5.0604, 1.7078], [8.5372, -4.7685, 0.0915], [7.9594, -1.4558, 0.6703], [6.4776, -2.6641, -1.1900], [5.9187, -3.4891, 0.2736], [4.4419, -1.7269, -0.0178], [5.7378, -0.5787, -0.4959], [5.6431, -1.7564, 2.3238], [6.4418, -0.3162, 1.7455], [3.5638, -0.6377, 2.4790], [4.7717, 0.5083, 2.9641], [4.8398, 1.2969, 0.5192], [4.2815, 2.5142, 2.5474], [2.5340, 2.2540, 2.2418], [3.3432, 4.3129, 1.2193], [4.6013, 3.4961, 0.5664], [2.1598, 3.9562, -0.6383], [3.5353, 3.0890, -1.3149], [1.5684, 1.7143, -1.3230], [1.2867, 1.9816, 0.3996], [3.2996, 0.1914, -0.8536], [1.4326, -0.0372, 1.5611], [2.4115, -1.3100, 0.8708], [1.2651, -1.3473, -1.1807], [0.2760, 0.0406, -0.8018], [0.4340, -1.7380, 2.2506], [-1.2831, -3.3029, 3.0612], [-2.9706, -4.2319, 1.4726], [-2.9454, -3.4947, -0.8728], [-1.2276, -1.9342, -1.6971], [-2.3671, -0.8298, -3.3684], [-3.5281, -1.1494, -3.3678], [-3.9779, -2.2340, -2.7158], [-5.3889, -2.4208, -2.9637], [-5.8912, -1.0509, -3.3816], [-4.6697, -0.4582, -4.0857], [-5.5119, -3.1693, -3.7482], [-5.8648, -2.7770, -2.0534], [-6.7874, -1.0956, -3.9957], [-6.1166, -0.4582, -2.4938], [-4.6382, -0.7217, -5.1428], [-4.6048, 0.6195, -3.9659], [-6.9347, -1.2386, 0.1829], [-6.1054, -1.0811, 1.0334], [-5.2692, -0.0185, 1.0476], [-4.3044, -0.1553, 2.1117], [-4.9473, -1.1099, 3.1082], [-5.7820, -2.0042, 2.1925], [-3.3804, -0.5578, 1.6882], [-4.1013, 0.8251, 2.5353], [-4.2204, -1.6457, 3.7150], [-5.6040, -0.5567, 3.7805], [-5.2060, -2.8483, 1.8097], [-6.6941, -2.3603, 2.6626], [-5.9861, -4.3809, -7.9526], [-4.9209, -3.9096, -7.6991], [-4.7008, -3.1494, -6.5911], [-3.3596, -2.6350, -6.6010], [-2.5742, -3.5707, -7.5095], [-3.6429, -4.0026, -8.5136], [-3.3842, -1.6122, -6.9855], [-2.9761, -2.6200, -5.5832], [-1.7019, -3.0997, -7.9578], [-2.2340, -4.4373, -6.9412], [-3.7195, -3.3136, -9.3557], [-3.4959, -5.0152, -8.8765], [0.9535, 4.8125, 1.8260], [0.4281, 5.6377, 1.1177], [-0.5627, 5.3220, 0.2784], [-0.9367, 6.4728, -0.5150], [-0.4639, 7.6730, 0.2926], [0.7695, 7.1100, 0.9990], [-0.4386, 6.3964, -1.4829], [-2.0110, 6.4580, -0.6716], [-0.2677, 8.5501, -0.3189], [-1.2177, 7.9411, 1.0328], [1.6735, 7.2121, 0.3944], [0.9305, 7.5471, 1.9805], [-2.7787, 1.4390, 4.5082], [-1.8515, 2.0370, 4.9672], [-1.9143, 2.7067, 6.1411], [-0.6859, 3.4120, 6.3817], [0.3598, 2.6901, 5.5404], [-0.4732, 2.2078, 4.3536], [-0.8196, 4.4517, 6.0753], [-0.4669, 3.3852, 7.4459], [1.2024, 3.3240, 5.2684], [0.7483, 1.8317, 6.0905], [-0.5344, 2.9603, 3.5649], [-0.1170, 1.2648, 3.9464]],
  "forces_ev_per_angstrom": [[-0.2, -0.1, -0.5], [-0.1, -0.2, -0.5], [0.4, 0.5, 0.9], [0.0, 0.0, 0.0], [0.3, 0.6, -0.7], [0.2, -0.7, 0.9], [-0.3, 0.7, -0.3], [0.5, 0.0, 0.2], [0.0, -0.3, -0.3], [0.6, -0.7, -0.1], [0.2, 0.2, 0.1], [-0.8, -0.2, -0.3], [0.4, -0.3, 0.5], [-0.9, 0.8, 0.0], [0.4, -0.5, -0.4], [-0.1, -0.3, 0.2], [-0.3, 0.0, -0.2], [-0.3, -0.1, -0.4], [-0.1, 0.0, -0.3], [0.5, 0.5, 0.1], [-0.1, -0.2, 0.0], [0.2, -0.1, 0.8], [0.0, -0.1, 0.1], [0.0, 0.0, 0.2], [0.0, -0.1, -0.1], [-0.2, 0.1, 0.2], [-0.2, -0.3, -0.1], [0.1, -0.2, 0.1], [-0.1, 0.1, -0.4], [-0.2, 0.2, -0.2], [0.1, -0.2, 0.0], [0.2, -0.1, 0.1], [-0.2, 0.1, -0.1], [-0.1, 0.0, 0.2], [0.1, 0.0, 0.0], [-0.2, 0.3, 0.3], [-0.1, 0.3, 0.0], [-0.4, -0.1, 0.0], [0.0, 0.1, 0.0], [0.1, 0.2, 0.0], [0.4, 0.1, 0.1], [-0.2, 0.0, -0.1], [-0.3, 0.3, -0.1], [0.4, -0.2, 0.1], [0.0, 0.2, 0.1], [0.0, -0.1, 0.2], [0.1, 0.1, -0.2], [-0.1, 0.1, 0.0], [0.0, -0.1, 0.1], [0.0, 0.0, 0.1], [-0.1, -0.1, 0.1], [0.0, 0.0, -0.1], [-0.1, 0.0, -0.1], [0.0, -0.1, 0.0], [0.1, 0.3, -0.3], [0.1, -0.1, 0.0], [-0.4, -0.1, 0.0], [0.0, 0.2, 0.0], [-0.4, -0.1, 0.5], [0.1, 0.0, 0.0], [0.2, 0.0, 0.1], [0.0, -0.1, 0.0], [-0.1, -0.1, 0.0], [0.1, 0.0, 0.0], [0.2, 0.0, -0.2], [0.0, 0.1, -0.1], [0.1, -0.3, -0.1], [-0.1, 0.0, 0.0], [0.1, 0.1, 0.2], [0.0, -0.1, 0.0], [0.1, 0.4, 0.3], [0.0, -0.1, 0.0], [-0.1, 0.0, -0.1], [0.1, 0.0, -0.1], [0.0, 0.0, 0.0], [-0.1, 0.0, 0.0], [0.0, -0.2, -0.2], [0.0, 0.0, 0.2], [-0.1, 0.0, -0.3], [0.0, 0.0, 0.1], [0.2, 0.0, 0.0], [0.0, -0.1, -0.1], [0.3, 0.0, 0.4], [0.0, 0.0, 0.0], [-0.1, 0.0, 0.0], [0.0, 0.1, 0.0], [0.0, 0.0, 0.0], [0.0, 0.0, -0.1], [-0.2, 0.0, -0.2], [0.3, -0.2, -0.1], [0.1, 0.1, 0.0], [0.0, -0.1, 0.0], [-0.1, 0.3, -0.1], [0.1, 0.0, 0.1], [-0.5, 0.1, 0.0], [0.0, 0.0, 0.0], [0.0, -0.2, 0.1], [0.0, 0.0, 0.0], [0.0, 0.0, 0.0], [0.0, 0.0, 0.1], [0.2, -0.1, 0.0], [-0.1, 0.0, 0.1], [0.0, 0.1, -0.2], [0.0, -0.1, 0.0], [0.2, 0.1, 0.0], [0.0, -0.1, -0.1], [0.3, 0.0, 0.4], [0.0, 0.0, 0.0], [-0.1, 0.0, 0.0], [-0.1, 0.1, 0.0], [0.0, 0.0, 0.0], [0.0, -0.1, -0.1], [-0.2, 0.0, -0.2]]
}

***

[2]
{
  "formula": "C39H62AlBrCl2CsF12NNaO9S",
  "method": "the ωB97M-V functional and the def2-TZVPD basis",
  "total_charge": 1,
  "elements": ["C", "C", "C", "C", "C", "C", "C", "C", "C", "C", "C", "C", "C", "C", "C", "C", "C", "C", "C", "O", "S", "O", "O", "C", "C", "C", "C", "O", "O", "C", "C", "C", "O", "C", "C", "H", "H", "H", "H", "H", "H", "H", "H", "H", "H", "H", "H", "H", "H", "H", "H", "H", "H", "H", "H", "H", "H", "H", "H", "H", "H", "H", "H", "H", "H", "H", "H", "H", "H", "H", "H", "H", "H", "H", "H", "H", "H", "H", "H", "H", "H", "H", "H", "H", "H", "Al", "C", "C", "C", "F", "F", "F", "F", "O", "C", "C", "F", "F", "F", "F", "H", "H", "H", "H", "Cl", "F", "Cl", "Na", "C", "C", "O", "C", "O", "C", "F", "F", "F", "H", "H", "H", "H", "H", "C", "C", "N", "H", "H", "H", "Br", "Cs"],
  "coordinates": [[2.5374, 0.1285, 1.4554], [3.2684, 0.9112, 0.9056], [4.2484, 1.8730, 0.2121], [3.5299, 2.5514, -1.0419], [2.4309, 1.6643, -1.7502], [0.9323, 2.0031, -1.2962], [-0.0102, 1.6339, -2.5087], [0.2858, 0.2329, -3.1755], [-0.0539, -0.9542, -2.1714], [-0.2890, -2.2853, -3.0000], [-1.7703, -2.3946, -3.5056], [-2.7840, -2.5422, -2.2894], [-3.2670, -1.0299, -2.0330], [-3.3634, -0.7412, -0.4646], [-2.8559, 0.7448, -0.1353], [-3.6129, 1.4893, 1.0292], [-5.1844, 1.5909, 0.8269], [-6.0313, 1.0861, 2.0720], [-5.5530, -0.3192, 2.6397], [4.4460, 3.0511, -2.0900], [5.3237, 1.8199, -2.7882], [6.6206, 2.4619, -3.3177], [4.6692, 1.1792, -3.9665], [5.5750, 0.5115, -1.5093], [6.7234, -0.5147, -1.8481], [8.1770, 0.1156, -1.9773], [9.3483, -0.9221, -1.6797], [10.3578, -0.5826, -1.1440], [9.0879, -2.2409, -2.0829], [5.6821, 1.2298, -0.0952], [6.2404, 0.3335, 1.0747], [7.7120, 0.7552, 1.5534], [8.1603, -0.0907, 2.6226], [9.0139, -1.1452, 2.1331], [8.6149, -2.5820, 2.7163], [1.9700, -0.7961, 1.7172], [4.4480, 2.7101, 0.9539], [2.9887, 3.4634, -0.6437], [2.5811, 0.5561, -1.6573], [2.4628, 1.9377, -2.8520], [0.9058, 3.1362, -1.2116], [0.6531, 1.5099, -0.3263], [-1.0780, 1.5906, -2.1268], [-0.0179, 2.4123, -3.3275], [-0.4597, 0.1230, -4.0267], [1.2979, 0.1175, -3.6618], [0.8317, -1.1749, -1.4918], [-0.9440, -0.6944, -1.5401], [-0.0816, -3.1867, -2.3425], [0.4010, -2.4097, -3.9060], [-2.0711, -1.5185, -4.1552], [-1.9120, -3.3054, -4.1694], [-3.6702, -3.1997, -2.4989], [-2.2464, -2.9880, -1.4068], [-2.5444, -0.3040, -2.5048], [-4.2973, -0.9109, -2.4752], [-4.4311, -0.9258, -0.1630], [-2.7024, -1.4603, 0.1102], [-1.7646, 0.6429, 0.1733], [-2.8844, 1.3605, -1.0810], [-3.2043, 2.5761, 1.0179], [-3.3165, 1.0609, 2.0389], [-5.4476, 1.0174, -0.1198], [-5.4403, 2.6714, 0.5892], [-7.1220, 1.0998, 1.7690], [-5.9548, 1.8204, 2.9339], [-4.7782, -0.8223, 1.9838], [-5.0448, -0.1607, 3.6392], [-6.3935, -1.0730, 2.7232], [4.6095, -0.0869, -1.4783], [6.4736, -0.9448, -2.8696], [6.7736, -1.3990, -1.1574], [8.3125, 0.3801, -3.0753], [8.3212, 1.0844, -1.4225], [8.5768, -2.1543, -2.9174], [6.4031, 2.1009, -0.2263], [5.6144, 0.3820, 2.0180], [6.3040, -0.7675, 0.8253], [7.6362, 1.8009, 1.9936], [8.4484, 0.8277, 0.7074], [8.9014, -1.2314, 1.0166], [10.1076, -0.9083, 2.3155], [8.1097, -2.4859, 3.7107], [9.5223, -3.2564, 2.7385], [7.9358, -3.0456, 1.9349], [6.8685, 3.6984, -1.5654], [-10.1874, -5.4665, 3.9867], [-9.5405, -4.2147, 4.6131], [-9.5110, -2.9637, 3.7317], [-8.8233, -3.1485, 2.5883], [-8.9004, -1.9446, 4.3886], [-8.3002, -4.5295, 5.0508], [-10.2677, -3.9107, 5.7303], [-9.3142, -6.4300, 3.3994], [-8.8868, -6.2154, 2.0886], [-7.3791, -5.9563, 1.9953], [-7.0047, -4.9095, 2.7532], [-7.0261, -5.6642, 0.7141], [-9.6227, -5.2348, 1.5215], [-9.1843, -7.3465, 1.4064], [-10.6518, -6.0068, 4.8140], [-11.0161, -5.2137, 3.3209], [-10.5246, -2.6370, 3.4792], [-6.8156, -6.8317, 2.3233], [1.0147, -4.1161, -4.6540], [-2.4631, 3.8888, 0.3286], [-7.1759, -6.4451, 5.7883], [4.6973, 3.3628, -4.9292], [-1.7166, 7.8396, -1.6074], [-2.0069, 6.6175, -0.7674], [-2.8295, 5.7073, -1.4779], [-2.2255, 4.9429, -2.3955], [-1.0504, 4.9750, -2.6672], [-3.2365, 3.9877, -3.0334], [-4.3687, 4.6220, -3.3997], [-3.5892, 3.0157, -2.2000], [-2.7462, 3.3981, -4.1400], [-2.6469, 8.2997, -1.9489], [-1.1472, 8.5763, -1.0357], [-1.1448, 7.5815, -2.5001], [-2.5621, 6.9122, 0.1288], [-1.0897, 6.1307, -0.4308], [5.9149, -0.2639, 5.3292], [4.5729, -0.7079, 5.6990], [3.5179, -1.0564, 5.9867], [6.1838, -0.5954, 4.3246], [5.9959, 0.8245, 5.3447], [6.6701, -0.6549, 6.0128], [1.4196, -5.9237, -6.0027], [-2.8930, 9.8124, -1.5390]],
  "forces_ev_per_angstrom": [[-0.2, -1.5, -0.5], [1.3, 1.0, -0.9], [-0.1, 0.4, 1.1], [-2.7, -1.2, 1.4], [-0.7, 0.4, -0.2], [0.7, 0.7, -1.2], [-0.5, -0.6, -0.1], [-1.5, -0.3, 0.3], [1.5, -0.5, -0.9], [-0.9, -0.3, 0.5], [-0.6, -1.5, -0.4], [0.3, 1.6, -0.8], [-0.3, -1.1, 1.6], [0.3, 0.6, -0.5], [-0.3, -0.6, 0.5], [0.3, 1.0, 0.1], [0.4, -0.1, 0.0], [0.1, 0.2, -0.2], [0.1, -0.3, -0.2], [2.4, -1.6, -0.7], [-0.1, -2.8, -3.2], [-2.5, -0.1, 2.2], [0.6, 2.0, 2.5], [0.0, -1.1, 2.1], [0.7, 0.4, -1.7], [0.0, -0.4, -1.2], [-0.7, 0.5, 0.0], [-0.6, -0.5, -0.2], [0.0, 2.0, -0.3], [-0.8, -0.2, -0.2], [1.0, -0.6, 0.8], [-0.7, 1.1, 0.5], [0.0, 0.0, -1.6], [0.6, -1.4, -0.3], [0.2, 0.6, -1.2], [0.6, 1.6, 0.1], [-0.2, -0.9, -0.8], [0.9, -0.8, -0.8], [0.1, 1.0, -0.1], [0.0, -0.4, 1.2], [-0.3, -1.3, 0.4], [0.2, 0.5, -1.1], [1.3, 0.1, -0.4], [0.3, -0.5, 1.0], [0.9, 0.2, 0.9], [-0.8, 0.1, 0.7], [-1.0, 0.5, -0.5], [1.0, -0.3, -0.6], [-0.3, 1.0, -0.7], [-0.7, 1.1, 1.3], [0.4, -0.9, 0.8], [0.6, 1.0, 0.6], [1.0, 0.6, 0.0], [-0.5, 0.6, -0.8], [-1.0, -0.7, 0.4], [1.2, 0.1, 0.2], [1.1, 0.3, 0.0], [-0.9, 0.6, -0.7], [-1.1, 0.3, -0.4], [-0.1, -0.7, 1.2], [-0.4, -1.7, 0.0], [-0.6, 0.1, -1.2], [0.0, 0.4, 1.2], [0.2, -1.2, 0.4], [1.1, -0.3, 0.4], [0.0, -0.6, -1.2], [-0.9, 0.7, 0.6], [-0.8, -0.4, -1.1], [0.9, 1.0, 0.2], [0.9, 1.0, -0.5], [0.1, 0.3, 1.2], [-0.6, 1.2, -0.3], [0.0, -0.1, 1.2], [0.1, -1.2, -0.2], [0.2, -0.5, 0.6], [-0.6, -0.9, 0.4], [0.4, 0.1, -1.3], [-0.3, 1.2, 0.0], [0.1, -1.1, -0.5], [-0.6, -0.3, 0.8], [0.2, 0.2, 1.0], [-1.3, -0.1, 0.0], [0.6, -0.3, -0.9], [-1.0, 0.9, 0.3], [0.4, 0.4, 1.3], [1.1, 1.6, -0.1], [-0.5, -0.6, 0.2], [0.8, -0.9, 0.2], [-0.1, 0.7, 0.1], [0.0, 0.0, 0.1], [-0.1, -0.1, 0.2], [-1.1, 1.7, -0.9], [-0.3, 0.3, -0.3], [0.4, 0.9, -0.9], [-1.4, -0.2, 1.1], [0.7, 0.0, 0.3], [-0.2, -0.2, -0.2], [-0.3, -0.1, -0.2], [0.3, -0.1, -0.4], [0.4, 0.0, -0.1], [0.3, 0.1, 0.1], [0.2, 0.2, -0.1], [0.0, -0.1, 0.0], [-0.2, -0.1, 0.1], [0.6, -2.2, -1.6], [0.7, 0.9, -0.4], [1.0, -1.5, 0.6], [-0.2, 0.2, -0.6], [2.2, -5.1, -1.2], [0.3, -0.4, 0.6], [-0.1, 0.2, -1.1], [0.7, 0.4, 1.3], [-0.6, 0.0, -0.2], [-1.1, -1.3, -0.3], [0.4, 0.3, 0.1], [0.2, 0.5, -0.2], [0.3, 0.5, 0.2], [3.1, -9.1, -1.5], [0.5, -0.9, 0.0], [0.2, -0.2, 0.0], [-0.1, -0.4, -0.1], [-0.2, -0.1, 0.0], [0.3, 0.1, -0.1], [0.1, 0.1, 0.0], [0.1, 0.0, -0.1], [-0.1, -0.1, 0.1], [-0.2, -0.1, 0.1], [-0.2, -0.1, 0.0], [-0.2, 1.4, 1.1], [-6.2, 15.4, 2.3]]
}

***

Number 1: orbital gap 7.878 eV, electronic energy -2459.6828 Eh, E_HOMO -10.765 eV. Number 2: orbital gap 0.763 eV, electronic energy -7770.0483 Eh, E_HOMO -6.226 eV.